1.
Computed, not measured: a cluster of 14 separate species, C4H36N2O14S in total, with wB97M-V/def2-TZVPD.

Structure (XYZ):
```
57
Properties=species:S:1:pos:R:3:forces:R:3:mulliken_charge:R:1
O -2.533 -0.473 -1.323 1.4 0.4 -0.1 -0.740
C -1.571 -0.184 -0.612 -1.9 -0.7 3.6 0.482
N -0.268 -0.128 -0.950 2.0 -1.2 1.4 0.517
C 0.296 -0.984 -2.017 -0.6 0.0 -0.8 -0.232
C -0.377 -0.614 -3.355 0.9 2.9 1.0 -0.039
S 0.610 -0.940 -4.788 0.4 0.8 -1.3 -0.200
C 0.123 -2.548 -1.883 -0.9 0.0 -1.4 -0.777
N 0.081 -3.240 -0.614 2.6 -0.6 0.1 -0.559
H -1.821 -0.042 0.581 0.9 0.4 -2.9 -0.218
H 0.453 -0.153 -0.150 -2.1 0.4 -1.2 0.108
H 1.318 -0.605 -2.038 0.3 -0.6 -0.3 0.496
H -1.336 -1.069 -3.497 -0.6 0.2 0.3 0.480
H -0.433 0.573 -3.286 -0.5 -2.8 -0.9 -0.315
H 1.198 -2.027 -4.375 0.4 -0.8 0.3 0.117
H -0.933 -2.708 -2.332 1.5 0.0 0.9 0.358
H 0.777 -3.023 -2.705 -0.5 0.6 1.6 0.157
H 0.721 -3.110 0.221 -0.6 0.4 -2.2 0.204
H -0.815 -3.167 -0.256 -1.7 0.1 0.8 0.397
H 1.388 -0.514 2.717 0.6 -1.0 1.5 0.331
H 1.232 -1.840 3.525 1.0 1.3 -0.1 0.279
O 1.777 -1.003 3.509 -1.7 -0.3 -1.5 -0.675
H 2.652 2.971 1.870 -0.8 -1.1 2.6 0.339
H 1.931 3.472 3.010 -4.4 7.5 2.4 0.222
O 2.328 2.743 2.833 5.2 -6.5 -5.1 -0.564
H -1.834 -1.810 1.871 -1.2 0.2 0.6 0.356
H -0.577 -2.588 2.080 0.3 -0.6 0.8 0.242
O -1.048 -2.079 1.427 0.2 0.6 -0.7 -0.498
H 0.326 3.753 0.313 -0.7 -2.3 2.2 0.378
H -0.332 2.610 -0.226 -1.2 -1.2 -1.4 0.312
O 0.093 2.777 0.596 1.0 3.4 -0.3 -0.616
H -1.144 2.395 2.093 -1.9 1.3 1.5 0.346
H -2.140 3.634 2.173 0.7 -2.3 1.4 0.303
O -1.886 2.786 2.701 1.2 1.1 -2.9 -0.672
H -0.120 3.069 -3.272 -0.2 -0.2 1.2 0.315
H -0.209 1.751 -2.447 0.0 1.6 0.5 0.236
O -0.210 2.742 -2.343 0.3 -0.9 -1.1 -0.748
H -4.149 0.419 -0.180 0.8 -1.0 2.7 0.331
H -4.753 1.013 1.077 2.0 -2.0 0.2 0.309
O -4.050 0.289 0.851 -2.9 2.9 -2.6 -0.629
H 2.808 3.424 -0.945 4.8 -4.2 -2.1 0.238
H 1.341 3.483 -0.710 0.3 -0.8 -0.8 0.308
O 2.168 3.949 -0.684 -4.0 4.9 2.2 -0.618
H -0.014 -3.627 4.208 0.2 -1.4 -0.9 0.297
H 0.215 -4.545 2.822 0.9 -4.1 -0.7 0.229
O 0.048 -3.774 3.245 -0.9 5.3 1.8 -0.595
H -3.533 1.251 -3.701 0.4 0.5 2.2 0.310
H -3.018 1.202 -2.156 0.4 -1.2 0.0 0.339
O -3.469 1.713 -2.811 -1.0 0.8 -2.4 -0.695
H 4.233 -1.558 1.401 -3.1 -0.3 -2.0 0.314
H 3.308 -2.470 0.417 0.3 -2.3 -0.8 0.281
O 3.362 -1.634 0.798 2.5 2.7 2.7 -0.579
H 4.115 1.116 3.081 -0.3 0.3 0.2 0.265
H 3.188 -0.190 3.141 2.1 0.8 -0.2 0.450
O 4.108 0.178 2.903 -1.2 -1.1 0.1 -0.656
H -0.399 0.507 4.046 -1.3 -1.9 -0.7 0.328
H -1.083 -0.188 2.841 -0.4 0.5 -2.1 0.250
O -0.916 -0.317 3.742 1.4 1.5 2.9 -0.597
```
Positions in Å, forces in eV/Å.

Properties
LUMO level: 0.02 eV
charge: 0
maximum force: 9.7 eV Å⁻¹


2.
Computed, not measured: the ion C5H5FN with charge +1, with wB97M-V/def2-TZVPD.

Structure (XYZ):
```
12
Properties=species:S:1:pos:R:3:forces:R:3:mulliken_charge:R:1
C 0.444 -1.131 -0.003 2.9 2.9 -0.1 -0.342
C 0.431 1.245 0.055 3.7 -6.3 -0.7 -0.207
C -0.300 0.026 0.032 -0.2 -1.5 0.3 0.802
C 2.273 -0.083 0.048 -4.7 -2.5 -0.1 0.504
C -1.762 -0.088 0.040 0.2 0.4 -1.1 -1.653
N 1.805 1.061 -0.051 0.8 2.3 0.5 -0.285
F 3.401 -0.614 0.066 0.3 0.4 -0.2 -0.091
H 0.253 -2.198 -0.182 -0.1 0.6 0.3 0.390
H 0.146 2.198 0.088 -1.7 3.7 0.2 0.573
H -2.355 0.750 0.046 -0.7 2.8 0.7 0.457
H -2.198 -0.713 0.719 -0.5 -1.8 2.3 0.421
H -2.138 -0.454 -0.859 0.0 -1.2 -2.1 0.431
```
Positions in Å, forces in eV/Å.

Properties
LUMO level (alpha / beta): -7.95 / -7.95 eV
charge: +1
maximum force: 7.3 eV Å⁻¹


3.
Computed, not measured: a cluster of 2 separate species, C3H3ClN2 in total, with wB97M-V/def2-TZVPD.

Structure (XYZ):
```
9
Properties=species:S:1:pos:R:3:forces:R:3:mulliken_charge:R:1
C 1.168 -0.264 0.723 1.8 -4.9 1.2 0.106
C 0.105 0.197 0.182 -5.0 3.2 -1.9 -0.089
C -0.316 -0.210 -1.124 1.3 -0.2 1.4 0.268
H 3.101 -1.504 0.390 -5.1 -0.8 -1.4 0.277
H 1.201 -2.006 -0.623 -1.0 -0.8 -3.8 0.255
H 1.516 -0.051 1.776 -0.2 -0.2 -1.6 0.319
N 1.512 -1.582 0.157 7.8 4.2 7.5 -0.560
N -0.298 -0.737 -2.132 -0.7 -0.5 -1.8 -0.386
Cl -1.180 1.262 0.800 1.0 0.0 0.5 -0.190
```
Positions in Å, forces in eV/Å.

Properties
LUMO level: -0.60 eV
charge: 0
maximum force: 11.6 eV Å⁻¹


4.
Computed, not measured: a structure of composition C6H9N2O16Pb, with wB97M-V/def2-TZVPD.

Structure (XYZ):
```
34
Properties=species:S:1:pos:R:3:forces:R:3:mulliken_charge:R:1
Pb -19.911 4.670 -6.517 -0.9 1.0 1.3 1.664
O -16.321 5.626 -8.746 1.8 -0.3 -0.8 -0.550
C -17.622 5.424 -8.519 -3.6 2.4 2.7 0.826
O -18.324 6.440 -8.230 1.5 0.0 -1.1 -0.712
O -18.087 4.295 -8.364 0.8 -2.8 -1.5 -0.851
H -16.255 6.561 -8.539 0.1 0.3 0.0 0.304
O -17.947 2.651 -3.174 2.1 -1.4 1.5 -0.579
C -18.443 3.226 -4.271 2.0 2.2 -1.6 0.882
O -19.633 3.162 -4.304 -5.3 -0.8 -0.8 -0.673
O -17.738 3.809 -5.097 2.0 0.4 -0.7 -0.726
H -18.803 2.240 -3.031 -0.3 -0.7 1.5 0.321
O -19.451 8.121 -3.286 1.2 2.2 1.1 -0.501
C -19.765 7.100 -4.063 -3.6 -6.4 -1.6 0.722
O -19.482 7.069 -5.295 1.2 1.5 0.5 -0.679
O -20.434 6.146 -3.538 1.3 2.2 0.3 -0.698
H -18.820 8.591 -3.836 0.2 0.5 -0.1 0.285
O -22.716 6.824 -9.304 -3.2 1.5 -2.6 -0.483
C -21.941 6.382 -8.388 6.7 -3.3 3.7 0.803
O -21.071 7.172 -7.907 -2.0 0.4 -0.4 -0.696
O -21.850 5.128 -8.167 -1.8 0.3 -0.7 -0.831
H -22.402 7.726 -9.219 -0.3 1.0 -0.6 0.279
O -24.202 3.755 -6.357 -2.1 0.6 -1.4 -0.591
C -23.465 3.797 -5.256 4.3 -2.0 2.2 0.474
O -22.286 4.174 -5.325 1.6 2.4 -2.2 -0.646
O -23.749 3.194 -4.236 -4.1 -1.4 2.0 -0.775
H -23.704 4.337 -6.935 0.4 0.1 -0.8 0.346
C -20.083 1.706 -8.458 2.3 2.1 4.5 0.520
O -20.008 2.049 -7.303 -1.4 2.4 2.1 -0.566
N -19.624 2.234 -9.489 0.7 5.8 -7.7 -0.175
N -19.945 0.469 -8.625 -1.5 -11.0 1.0 -0.484
H -19.054 3.066 -9.524 -0.3 0.7 0.4 0.327
H -19.778 1.661 -10.307 0.7 0.8 -0.2 0.111
H -20.051 -0.102 -9.451 0.1 0.3 0.4 0.120
H -19.850 0.094 -7.693 -0.5 -1.2 -0.4 0.234
```
Positions in Å, forces in eV/Å.

Properties
LUMO level: 6.69 eV
charge: -3
maximum force: 11.1 eV Å⁻¹